No. 1
{"formula": "C3H13NO4", "method": "ωB97M-V with the def2-TZVPD basis set", "total_energy_ev": -13000.150, "e_homo_ha": -0.34811, "smiles": "CNC(C)=O.O.O.O", "total_charge": 0, "homo_lumo_gap_ev": 9.95, "elements": ["C", "C", "N", "C", "O", "H", "H", "H", "H", "H", "H", "H", "H", "H", "O", "H", "H", "O", "H", "H", "O"], "xyz": [[-1.361, 2.245, 0.014], [-1.328, 0.760, -0.025], [-0.686, -0.054, -0.982], [0.095, 0.553, -2.184], [-1.762, 0.112, 0.939], [-1.666, 2.831, -0.889], [-2.121, 2.475, 0.857], [-0.272, 2.382, 0.263], [-0.413, -1.064, -0.884], [0.970, 1.135, -2.013], [-0.521, 1.048, -2.874], [0.413, -0.318, -2.698], [3.126, -0.537, -0.132], [2.485, -1.204, 1.063], [2.589, -1.161, 0.074], [1.401, 1.705, 1.687], [1.071, 0.543, 2.561], [1.705, 1.092, 2.172], [-1.237, -2.798, 0.006], [0.306, -2.676, 0.254], [-0.429, -3.104, -0.330]], "nbo_charge": [-0.717, 0.662, -0.645, -0.424, -0.656, 0.240, 0.265, 0.226, 0.438, 0.187, 0.193, 0.211, 0.456, 0.480, -0.935, 0.452, 0.479, -0.929, 0.477, 0.482, -0.941]}

---

No. 2
{"formula": "C3H3NO2", "method": "ωB97M-V with the def2-TZVPD basis set", "total_energy_ev": -8742.806, "e_homo_ha": -0.36603, "smiles": "Oc1ccon1", "total_charge": 0, "homo_lumo_gap_ev": 10.87, "elements": ["O", "C", "N", "O", "C", "C", "H", "H", "H"], "xyz": [[2.066, 0.143, -0.114], [0.750, -0.091, -0.002], [0.295, -1.315, 0.053], [-1.083, -1.207, 0.028], [-1.404, 0.085, -0.034], [-0.308, 0.869, -0.003], [2.507, -0.723, -0.125], [-2.448, 0.350, -0.119], [-0.375, 1.890, 0.315]], "nbo_charge": [-0.647, 0.443, -0.218, -0.276, 0.163, -0.418, 0.496, 0.210, 0.245]}

---

No. 3
{"formula": "CH3NO4S", "method": "ωB97M-V with the def2-TZVPD basis set", "total_energy_ev": -21591.908, "e_homo_ha": [-0.31062, -0.37119], "total_charge": 0, "spin_multiplicity": 3, "s2": 2.01, "homo_lumo_gap_ev": [8.91, 5.79], "elements": ["C", "N", "O", "O", "O", "O", "S", "H", "H", "H"], "xyz": [[1.239, 0.381, -1.067], [-1.552, 0.126, 1.363], [-1.140, -1.012, 1.652], [-2.474, 0.682, 1.861], [0.002, -1.814, -0.680], [-0.752, 0.798, 0.633], [0.641, -0.829, 0.104], [1.256, -0.176, -1.919], [2.213, 0.685, -0.937], [0.566, 1.159, -1.009]], "lowdin_spin": [0.192, 0.013, 0.116, 0.008, 0.583, 0.232, 0.827, 0.006, 0.008, 0.015]}

---

No. 4
{"formula": "C18H19ClN2O3S", "method": "ωB97M-V with the def2-TZVPD basis set", "total_energy_ev": -51455.847, "e_homo_ha": -0.30564, "smiles": "CCOC(=O)C1CCN(C2=NC(=O)/C(=C/c3ccc(Cl)cc3)S2)CC1", "total_charge": 0, "homo_lumo_gap_ev": 8.05, "elements": ["C", "C", "H", "H", "O", "C", "O", "C", "H", "C", "C", "N", "C", "N", "C", "O", "C", "C", "C", "C", "C", "C", "C", "C", "H", "H", "Cl", "H", "H", "H", "S", "C", "C", "H", "H", "H", "H", "H", "H", "H", "H", "H", "H", "H"], "xyz": [[0.189, 6.998, 1.891], [0.768, 6.842, 0.498], [0.000, 6.969, -0.273], [1.563, 7.572, 0.309], [1.318, 5.525, 0.385], [1.832, 5.194, -0.797], [1.858, 5.931, -1.747], [2.403, 3.782, -0.802], [3.485, 3.894, -0.651], [1.835, 2.897, 0.308], [2.446, 1.498, 0.208], [2.207, 0.944, -1.102], [1.347, -0.030, -1.351], [1.050, -0.460, -2.523], [0.167, -1.497, -2.545], [-0.245, -2.054, -3.532], [-0.267, -1.894, -1.150], [-1.150, -2.889, -0.972], [-1.723, -3.440, 0.232], [-1.402, -2.998, 1.519], [-1.988, -3.562, 2.633], [-2.912, -4.585, 2.478], [-3.249, -5.046, 1.214], [-2.657, -4.477, 0.106], [-2.919, -4.834, -0.879], [-3.968, -5.843, 1.104], [-3.648, -5.290, 3.871], [-1.732, -3.212, 3.621], [-0.684, -2.203, 1.652], [-1.485, -3.342, -1.900], [0.533, -0.880, 0.015], [2.761, 1.725, -2.191], [2.165, 3.131, -2.168], [2.610, 3.742, -2.952], [1.092, 3.069, -2.359], [2.527, 1.216, -3.125], [3.847, 1.772, -2.062], [3.530, 1.555, 0.360], [2.023, 0.840, 0.968], [0.751, 2.826, 0.201], [2.052, 3.323, 1.286], [0.967, 6.863, 2.638], [-0.239, 7.990, 1.999], [-0.587, 6.256, 2.060]], "nbo_charge": [-0.623, -0.071, 0.192, 0.189, -0.513, 0.810, -0.595, -0.321, 0.225, -0.405, -0.207, -0.405, 0.396, -0.597, 0.638, -0.556, -0.288, -0.143, -0.115, -0.123, -0.249, -0.020, -0.238, -0.151, 0.219, 0.230, 0.012, 0.228, 0.204, 0.243, 0.237, -0.223, -0.401, 0.241, 0.214, 0.260, 0.194, 0.201, 0.223, 0.214, 0.231, 0.212, 0.220, 0.213]}

---

No. 5
{"formula": "C46H53BiF5GeO9S2", "method": "ωB97M-V with the def2-TZVPD basis set", "total_energy_ev": -164604.182, "e_homo_ha": -0.15920, "total_charge": -1, "homo_lumo_gap_ev": 6.40, "elements": ["Bi", "C", "O", "C", "C", "O", "C", "C", "O", "C", "H", "H", "H", "H", "H", "H", "H", "H", "H", "H", "H", "H", "H", "H", "C", "O", "C", "C", "C", "C", "C", "C", "O", "C", "O", "C", "H", "H", "H", "H", "H", "H", "H", "H", "H", "O", "S", "C", "C", "C", "C", "C", "C", "C", "C", "C", "C", "C", "C", "C", "C", "H", "H", "H", "H", "H", "H", "H", "H", "H", "H", "H", "H", "H", "H", "C", "Ge", "C", "C", "C", "H", "H", "H", "H", "H", "H", "H", "H", "H", "H", "H", "F", "C", "C", "F", "C", "F", "C", "S", "C", "F", "C", "F", "O", "C", "O", "C", "C", "C", "C", "C", "C", "H", "H", "H", "H", "H"], "xyz": [[0.312, 0.277, 0.678], [1.778, 3.977, -0.365], [1.936, 3.651, 1.001], [1.126, 4.388, 1.895], [-0.332, 4.479, 1.506], [-0.885, 3.187, 1.419], [-2.250, 3.218, 0.990], [-2.416, 3.588, -0.477], [-1.685, 2.747, -1.347], [-2.423, 1.580, -1.691], [1.981, 5.042, -0.549], [0.779, 3.729, -0.732], [2.496, 3.373, -0.910], [1.515, 5.412, 2.002], [1.217, 3.884, 2.860], [-0.429, 5.017, 0.558], [-0.864, 5.068, 2.268], [-2.802, 3.943, 1.603], [-2.678, 2.236, 1.192], [-2.077, 4.609, -0.670], [-3.486, 3.548, -0.715], [-3.256, 1.843, -2.355], [-2.832, 1.080, -0.806], [-1.746, 0.895, -2.197], [3.892, -5.581, -0.708], [2.667, -6.035, -0.169], [1.799, -5.091, 0.284], [0.568, -5.583, 0.752], [-0.370, -4.689, 1.181], [-0.152, -3.294, 1.192], [-1.159, -2.420, 1.755], [-2.533, -2.913, 2.095], [-0.922, -1.224, 2.026], [1.101, -2.812, 0.727], [1.450, -1.559, 0.647], [2.062, -3.743, 0.276], [4.443, -6.472, -0.999], [4.468, -5.022, 0.035], [3.722, -4.951, -1.585], [0.384, -6.648, 0.745], [-1.316, -5.070, 1.538], [-2.568, -3.180, 3.155], [-2.840, -3.768, 1.499], [-3.221, -2.082, 1.929], [2.978, -3.330, -0.119], [1.862, 0.681, -1.013], [2.271, -0.513, -1.893], [1.675, -0.100, -3.551], [1.897, 1.319, -3.963], [1.101, 2.332, -3.430], [1.314, 3.652, -3.794], [2.323, 3.980, -4.691], [3.108, 2.977, -5.239], [2.891, 1.655, -4.878], [4.074, -0.195, -2.145], [4.643, 0.528, -0.968], [5.135, -0.174, 0.126], [5.588, 0.500, 1.250], [5.550, 1.886, 1.290], [5.067, 2.593, 0.197], [4.616, 1.918, -0.924], [0.618, -0.353, -3.492], [2.168, -0.824, -4.201], [0.310, 2.086, -2.733], [0.684, 4.427, -3.377], [2.489, 5.013, -4.968], [3.884, 3.221, -5.953], [3.494, 0.870, -5.322], [4.231, 0.357, -3.070], [4.499, -1.195, -2.238], [5.142, -1.258, 0.106], [5.959, -0.058, 2.100], [5.882, 2.413, 2.174], [5.022, 3.674, 0.228], [4.222, 2.466, -1.773], [-0.936, 1.278, 4.240], [0.850, 0.499, 4.104], [1.955, 1.454, 5.430], [0.825, -1.380, 4.662], [1.705, 0.732, 2.360], [-1.328, 1.040, 5.231], [-1.635, 0.886, 3.500], [-0.896, 2.363, 4.131], [1.411, 1.573, 6.368], [2.235, 2.445, 5.068], [2.873, 0.898, 5.633], [1.216, -1.461, 5.678], [1.439, -1.993, 4.002], [-0.189, -1.777, 4.642], [2.524, 0.023, 2.245], [2.064, 1.752, 2.236], [-9.355, 0.783, -1.276], [-8.179, 0.653, -0.638], [-7.746, -0.585, -0.199], [-8.513, -1.666, -0.415], [-6.536, -0.707, 0.458], [-6.197, -1.938, 0.869], [-5.689, 0.378, 0.720], [-4.174, 0.201, 1.547], [-6.172, 1.607, 0.259], [-5.446, 2.728, 0.437], [-7.378, 1.755, -0.400], [-7.781, 2.967, -0.818], [0.699, -2.905, -2.799], [-0.221, -2.469, -2.084], [-0.220, -1.356, -1.465], [-1.460, -3.329, -1.919], [-2.672, -2.779, -1.523], [-3.794, -3.581, -1.375], [-3.702, -4.948, -1.597], [-2.488, -5.507, -1.979], [-1.375, -4.698, -2.149], [-2.724, -1.718, -1.318], [-4.733, -3.143, -1.067], [-4.573, -5.578, -1.460], [-2.412, -6.575, -2.146], [-0.422, -5.108, -2.459]], "mulliken_charge": [2.600, 0.642, 0.002, -0.622, -0.784, 0.665, -0.100, -0.833, -0.258, -0.051, 0.479, -0.285, -0.822, 0.432, 0.017, 0.362, 0.400, 0.479, -0.636, 0.400, 0.503, 0.509, -0.171, -0.140, -0.763, -0.498, 1.407, -1.350, -0.370, 0.200, 0.224, -0.924, -0.662, -0.281, -0.404, -0.177, 0.250, 0.310, 0.279, 0.437, 0.396, 0.297, 0.480, -0.425, -0.042, -1.059, 1.540, -1.271, 0.014, -0.080, -0.452, -0.637, -0.809, -0.194, -1.289, 0.399, -0.264, -0.787, -0.462, -0.698, -0.126, 0.178, 0.544, 0.500, 0.480, 0.404, 0.390, 0.449, 0.417, 0.658, 0.242, 0.401, 0.391, 0.317, 0.533, -0.788, 1.139, -1.487, -1.476, -1.219, 0.501, 0.002, 0.217, 0.382, 0.345, 0.385, 0.525, 0.363, 0.272, 0.456, 0.259, -0.330, 0.834, 0.043, -0.323, 0.068, -0.434, 0.583, -0.382, -0.117, -0.334, -0.133, -0.334, -0.769, -0.068, -0.159, 0.029, -0.029, -0.578, -0.438, -0.611, -0.531, 0.605, 0.363, 0.413, 0.397, 0.459]}

---

No. 6
{"formula": "C36H90N6", "method": "ωB97M-V with the def2-TZVPD basis set", "total_energy_ev": -47727.033, "e_homo_ha": -0.29730, "smiles": "CCN(CC)CC.CCN(CC)CC.CCN(CC)CC.CCN(CC)CC.CCN(CC)CC.CCN(CC)CC", "total_charge": 0, "homo_lumo_gap_ev": 8.72, "elements": ["C", "C", "N", "C", "C", "C", "C", "H", "H", "H", "H", "H", "H", "H", "H", "H", "H", "H", "H", "H", "H", "H", "C", "C", "N", "C", "C", "C", "C", "H", "H", "H", "H", "H", "H", "H", "H", "H", "H", "H", "H", "H", "H", "H", "C", "C", "N", "C", "C", "C", "C", "H", "H", "H", "H", "H", "H", "H", "H", "H", "H", "H", "H", "H", "H", "H", "C", "C", "N", "C", "C", "C", "C", "H", "H", "H", "H", "H", "H", "H", "H", "H", "H", "H", "H", "H", "H", "H", "C", "C", "N", "C", "C", "C", "C", "H", "H", "H", "H", "H", "H", "H", "H", "H", "H", "H", "H", "H", "H", "H", "C", "C", "N", "C", "C", "C", "C", "H", "H", "H", "H", "H", "H", "H", "H", "H", "H", "H", "H", "H", "H", "H"], "xyz": [[0.607, -7.768, 0.111], [-0.562, -8.061, -0.814], [-1.841, -7.745, -0.232], [-2.059, -6.313, -0.034], [-3.251, -6.037, 0.873], [-2.840, -8.347, -1.097], [-2.816, -8.059, -2.578], [1.022, -6.800, -0.169], [1.389, -8.523, 0.038], [0.376, -7.723, 1.176], [-0.339, -7.495, -1.718], [-0.567, -9.137, -0.984], [-1.176, -5.842, 0.399], [-2.047, -5.898, -1.041], [-2.964, -6.127, 1.920], [-3.640, -5.035, 0.695], [-4.075, -6.684, 0.571], [-3.860, -8.042, -0.864], [-2.654, -9.393, -0.853], [-1.840, -8.194, -3.045], [-3.156, -7.068, -2.877], [-3.481, -8.646, -3.211], [-0.926, -8.932, 8.053], [-2.014, -9.823, 8.617], [-1.509, -11.125, 8.864], [-1.898, -11.693, 10.128], [-1.372, -10.844, 11.290], [-1.958, -12.049, 7.800], [-1.571, -11.701, 6.390], [-0.581, -9.432, 7.148], [-0.124, -8.683, 8.749], [-1.282, -7.951, 7.737], [-2.363, -9.221, 9.456], [-2.853, -9.767, 7.923], [-2.987, -11.729, 10.093], [-1.557, -12.706, 10.344], [-1.532, -11.408, 12.209], [-0.306, -10.641, 11.186], [-1.860, -9.871, 11.350], [-3.041, -12.140, 7.884], [-1.589, -13.075, 7.798], [-1.761, -12.479, 5.650], [-0.501, -11.497, 6.374], [-2.095, -10.819, 6.023], [-6.026, 0.476, -4.126], [-7.121, 0.645, -3.046], [-7.517, 2.063, -2.815], [-8.563, 2.108, -1.776], [-7.903, 1.929, -0.399], [-7.818, 2.951, -3.905], [-8.843, 2.383, -4.824], [-5.427, -0.411, -3.920], [-5.442, 1.396, -4.150], [-6.501, 0.283, -5.089], [-7.897, 0.000, -3.458], [-6.684, 0.225, -2.140], [-8.962, 3.117, -1.672], [-9.331, 1.349, -1.923], [-8.568, 2.104, 0.446], [-7.630, 0.877, -0.327], [-7.009, 2.526, -0.218], [-6.959, 3.097, -4.559], [-8.067, 3.957, -3.568], [-9.041, 3.080, -5.639], [-9.777, 2.305, -4.267], [-8.577, 1.436, -5.293], [7.558, 5.411, -1.624], [8.627, 4.672, -0.777], [8.613, 3.209, -0.752], [9.652, 2.801, 0.200], [9.301, 2.922, 1.630], [8.582, 2.430, -2.039], [9.876, 2.567, -2.923], [7.711, 6.478, -1.462], [6.522, 5.178, -1.376], [7.644, 5.133, -2.674], [9.570, 4.967, -1.237], [8.655, 5.047, 0.246], [10.498, 3.459, 0.003], [10.109, 1.827, 0.025], [8.340, 2.468, 1.870], [9.232, 3.959, 1.958], [10.092, 2.612, 2.313], [8.321, 1.432, -1.687], [7.690, 2.793, -2.549], [10.776, 2.269, -2.385], [9.799, 1.934, -3.807], [10.060, 3.626, -3.105], [1.770, 13.059, -3.528], [2.644, 11.883, -4.130], [2.289, 11.597, -5.535], [3.212, 10.648, -6.216], [2.950, 10.545, -7.714], [0.886, 11.279, -5.613], [0.388, 9.991, -4.977], [2.244, 13.504, -2.653], [0.817, 12.602, -3.261], [1.634, 13.854, -4.261], [3.705, 12.131, -4.160], [2.592, 11.018, -3.468], [4.204, 11.035, -5.984], [3.136, 9.677, -5.727], [2.141, 9.853, -7.951], [2.835, 11.474, -8.272], [3.806, 10.049, -8.171], [0.537, 11.234, -6.644], [0.274, 12.065, -5.172], [0.865, 9.820, -4.012], [0.669, 9.104, -5.545], [-0.699, 10.025, -4.903], [0.598, 1.318, -1.025], [1.312, 1.797, 0.218], [0.478, 1.960, 1.423], [-0.060, 0.736, 1.963], [1.129, 0.096, 2.764], [-0.442, 3.075, 1.193], [-1.077, 3.565, 2.461], [1.330, 1.267, -1.830], [-0.285, 1.913, -1.259], [0.159, 0.321, -0.976], [2.240, 1.300, 0.500], [1.626, 2.804, -0.058], [-0.812, 0.920, 2.731], [-0.540, 0.138, 1.189], [0.812, -0.909, 3.043], [2.021, -0.025, 2.149], [1.486, 0.591, 3.668], [-1.179, 2.887, 0.412], [0.047, 3.911, 0.693], [-1.751, 2.846, 2.926], [-1.672, 4.374, 2.040], [-0.437, 4.105, 3.159]], "mulliken_charge": [-1.350, -0.397, -0.027, -0.505, -1.137, -0.451, -1.192, 0.334, 0.381, 0.330, 0.294, 0.405, 0.378, 0.398, 0.284, 0.342, 0.291, 0.228, 0.373, 0.293, 0.306, 0.422, -1.187, -0.469, 0.075, -0.474, -1.243, -0.460, -1.430, 0.233, 0.285, 0.390, 0.349, 0.307, 0.367, 0.377, 0.411, 0.315, 0.297, 0.418, 0.382, 0.422, 0.357, 0.279, -1.283, -0.348, 0.095, -0.447, -1.338, -0.670, -1.049, 0.387, 0.331, 0.256, 0.326, 0.375, 0.407, 0.280, 0.408, 0.316, 0.315, 0.277, 0.432, 0.416, 0.284, 0.229, -1.351, -0.257, 0.013, -0.448, -1.371, -0.784, -0.960, 0.400, 0.322, 0.294, 0.336, 0.259, 0.330, 0.459, 0.308, 0.307, 0.406, 0.418, 0.408, 0.276, 0.378, 0.259, -1.242, -0.498, -0.005, -0.401, -1.309, -0.730, -1.061, 0.398, 0.285, 0.325, 0.470, 0.305, 0.414, 0.328, 0.311, 0.310, 0.423, 0.371, 0.366, 0.244, 0.315, 0.382, -1.106, -0.652, 0.146, -0.348, -1.215, -0.599, -1.218, 0.403, 0.280, 0.292, 0.373, 0.367, 0.272, 0.316, 0.388, 0.307, 0.281, 0.306, 0.408, 0.331, 0.392, 0.276]}

---

Q: Number 6 is which compound?
A: C36H90N6